# 1
{
  "formula": "C13H12IN6O2SSn",
  "method": "ωB97M-V/def2-TZVPD",
  "symbols": ["Sn", "N", "C", "C", "C", "C", "C", "C", "S", "O", "O", "N", "C", "N", "C", "C", "C", "N", "H", "H", "H", "H", "H", "H", "H", "H", "H", "I", "C", "C", "N", "N", "C", "H", "H", "H"],
  "coordinates": [[1.71, 2.90, 1.50], [-2.78, -5.97, 0.25], [-2.27, -4.67, 0.34], [-0.89, -4.43, 0.57], [-0.42, -3.15, 0.66], [-1.34, -2.09, 0.51], [-2.70, -2.33, 0.35], [-3.10, -3.62, 0.24], [0.16, -0.16, 1.73], [1.25, -1.08, 1.90], [-0.95, -0.77, 0.67], [0.79, 1.09, 0.73], [1.83, 0.83, -0.14], [2.69, 1.87, -0.23], [3.85, 1.75, -0.81], [4.21, 0.59, -1.43], [3.18, -0.43, -1.43], [2.02, -0.34, -0.77], [-2.22, -6.71, 0.65], [-3.78, -6.13, 0.34], [-0.21, -5.31, 0.60], [0.63, -2.95, 0.78], [-3.45, -1.53, 0.29], [-4.13, -3.86, 0.03], [4.54, 2.63, -0.74], [5.19, 0.45, -1.80], [3.40, -1.32, -2.00], [-3.52, 4.97, -1.45], [-1.60, 4.85, -0.61], [-0.93, 5.95, -0.20], [0.32, 5.51, 0.18], [0.44, 4.13, 0.03], [-0.75, 3.74, -0.50], [-1.26, 6.93, -0.16], [1.08, 6.02, 0.66], [-0.96, 2.66, -0.73]],
  "lumo_energy_ha": -0.1345,
  "homo_energy_ev": -9.6,
  "molar_mass_g_mol": 561.96,
  "orbital_gap_ev": 5.90,
  "fmax_ev_per_a": 3.670,
  "charge": 1,
  "de_lowest_kcal_mol": 0.00,
  "multiplicity": 1,
  "e_tot_ev": -51471.06201
}

# 2
{
  "formula": "C13H12LaN4O7",
  "method": "ωB97M-V/def2-TZVPD",
  "symbols": ["C", "C", "C", "C", "C", "La", "N", "C", "C", "H", "H", "H", "H", "H", "H", "H", "H", "H", "H", "O", "N", "O", "C", "C", "C", "C", "O", "C", "C", "N", "O", "O", "N", "O", "O", "H", "H"],
  "coordinates": [[-0.40, 1.08, -4.00], [1.01, 1.26, -3.82], [1.20, 2.22, -2.77], [-0.09, 2.65, -2.33], [-1.08, 1.94, -3.09], [0.02, -0.21, -1.58], [-1.44, -1.34, -2.78], [-0.19, -2.36, -2.43], [1.18, -1.93, -2.78], [2.15, 2.62, -2.44], [1.80, 0.79, -4.41], [-0.28, 3.43, -1.59], [-2.16, 2.08, -3.02], [-0.87, 0.42, -4.74], [1.40, -1.91, -3.84], [-0.26, -2.65, -1.34], [-2.33, -1.86, -2.76], [1.93, -2.44, -2.17], [-0.42, -3.29, -2.99], [-0.58, -0.21, 6.63], [0.10, 0.50, 5.86], [0.85, 1.41, 6.25], [0.01, 0.24, 4.44], [-0.83, -0.80, 3.99], [-0.94, -1.01, 2.63], [-0.42, -0.05, 1.71], [-0.94, 0.09, 0.55], [0.66, 0.78, 2.18], [0.78, 1.01, 3.55], [1.56, 1.38, 1.22], [2.15, 2.43, 1.49], [1.77, 0.75, 0.12], [-1.62, -2.15, 2.03], [-2.47, -2.76, 2.71], [-1.31, -2.48, 0.87], [-1.37, -1.43, 4.70], [1.46, 1.78, 3.93]],
  "lumo_energy_ha": 0.0250,
  "homo_energy_ev": -3.7,
  "molar_mass_g_mol": 475.17,
  "orbital_gap_ev": 4.34,
  "fmax_ev_per_a": 5.217,
  "charge": -1,
  "multiplicity": 1,
  "e_tot_ev": -34819.68982
}

# 3
{
  "formula": "C13H12P2",
  "method": "ωB97M-V/def2-TZVPD",
  "symbols": ["C", "C", "C", "C", "C", "C", "C", "C", "C", "C", "C", "C", "C", "P", "P", "H", "H", "H", "H", "H", "H", "H", "H", "H", "H", "H", "H"],
  "coordinates": [[0.29, 2.77, -1.83], [-1.88, -2.53, 2.09], [0.42, 2.80, -0.46], [0.74, 1.75, -2.58], [-1.68, -2.62, 0.67], [-0.96, -1.71, 2.81], [0.88, 1.67, 0.22], [1.20, 0.60, -1.90], [-0.55, -2.02, 0.10], [0.14, -1.16, 2.23], [1.17, 0.48, -0.55], [0.36, -1.26, 0.87], [1.57, -0.80, 0.11], [3.64, 3.05, -1.22], [4.36, 1.43, -2.03], [-0.03, 3.74, -2.38], [-2.66, -3.07, 2.65], [0.25, 3.79, 0.06], [0.94, 1.72, -3.70], [-2.30, -3.32, 0.15], [-1.03, -1.54, 3.87], [0.94, 1.46, 1.35], [1.50, -0.20, -2.58], [-0.46, -2.08, -1.08], [0.87, -0.64, 2.90], [2.41, -0.47, 0.82], [1.80, -1.65, -0.59]],
  "lumo_energy_ha": -0.0187,
  "homo_energy_ev": -8.7,
  "molar_mass_g_mol": 230.19,
  "orbital_gap_ev": 8.21,
  "fmax_ev_per_a": 4.041,
  "multiplicity": 1,
  "e_tot_ev": -32250.93680
}

# 4
{
  "formula": "C13H13BrIrN2O7",
  "method": "ωB97M-V/def2-TZVPD",
  "symbols": ["Ir", "N", "C", "C", "O", "N", "C", "C", "O", "O", "H", "H", "H", "H", "H", "H", "Br", "C", "C", "C", "C", "C", "C", "C", "O", "O", "H", "H", "H", "H", "C", "C", "O", "O", "H", "H", "H"],
  "coordinates": [[-1.37, -0.01, -0.19], [-2.65, 1.60, -0.12], [-2.59, 2.16, 1.26], [-2.31, 1.06, 2.27], [-2.75, 1.13, 3.40], [-1.54, 0.05, 1.77], [-1.74, -1.30, 2.30], [-2.69, -2.02, 1.33], [-3.43, -2.92, 1.61], [-2.66, -1.47, 0.10], [-2.25, 2.25, -0.79], [-3.61, 1.42, -0.42], [-3.52, 2.67, 1.53], [-1.77, 2.88, 1.29], [-2.14, -1.26, 3.31], [-0.78, -1.82, 2.32], [5.20, -3.53, 0.26], [4.44, -1.80, 0.33], [5.27, -0.70, 0.50], [4.72, 0.58, 0.55], [3.35, 0.75, 0.43], [2.53, -0.37, 0.26], [3.07, -1.65, 0.21], [1.07, -0.19, 0.14], [0.53, 0.95, 0.22], [0.31, -1.21, -0.05], [6.34, -0.84, 0.59], [5.36, 1.43, 0.68], [2.90, 1.73, 0.47], [2.43, -2.50, 0.07], [-1.41, 0.47, -4.33], [-1.33, 0.37, -2.84], [-0.49, 1.02, -2.17], [-2.13, -0.38, -2.21], [-0.57, 1.04, -4.72], [-2.35, 0.95, -4.61], [-1.42, -0.53, -4.76]],
  "lumo_energy_ha": [-0.0055, -0.0674],
  "homo_energy_ev": [-8.9, -9.4],
  "molar_mass_g_mol": 581.38,
  "s2": 0.753,
  "orbital_gap_ev": [8.78, 7.53],
  "fmax_ev_per_a": 0.684,
  "de_lowest_kcal_mol": 20.77,
  "multiplicity": 2,
  "e_tot_ev": -103886.95620
}